Molecular formula: C29H77Br15N12O4P4
Method: DFT, the ωB97M-V functional and the def2-TZVPD basis

Geometry (Å):
C1 6.79851 0.33137 -0.66214
Br1 7.73014 -1.17593 -1.26087
Br2 7.76005 1.95256 -0.89780
Br3 6.31484 0.18354 1.20267
H1 5.92233 0.40863 -1.26426
C2 -1.84929 3.76377 -4.30801
Br4 -0.40632 4.88140 -3.73516
Br5 -3.08736 3.53002 -2.97943
Br6 -1.19057 1.94406 -4.87678
H2 -2.32335 4.22399 -5.22750
C3 4.18669 4.27456 4.01853
Br7 4.88102 3.42880 2.48992
Br8 2.36655 3.95415 4.37485
Br9 4.49486 6.20136 4.14490
H3 4.79211 3.93344 4.84927
C4 -0.61892 -5.38562 1.41528
Br10 -0.44947 -5.17691 -0.45301
Br11 1.09663 -5.63484 2.27820
Br12 -1.70523 -6.96364 1.78810
H4 -0.93859 -4.47968 1.83799
C5 4.82929 0.01640 -4.53640
Br13 3.79979 1.23239 -5.79628
Br14 6.62824 0.57598 -4.18930
Br15 4.79084 -1.89503 -5.05547
H5 4.28460 0.04876 -3.58898
O1 1.90187 6.13713 -2.58136
P1 2.44138 6.05268 -1.17355
N1 3.65301 4.99909 -0.90663
C6 5.12097 5.30517 -0.82677
C7 3.41778 3.58084 -1.34786
N2 1.28788 5.52576 -0.11344
C8 -0.12588 5.92645 -0.29510
C9 1.53987 4.56397 0.91120
N3 2.96856 7.60981 -0.76471
C10 2.58024 8.76949 -1.66996
C11 3.24603 7.87758 0.59824
H6 5.73436 4.40973 -0.69783
H7 5.34380 5.98985 -0.02516
H8 5.37340 5.83265 -1.76400
H9 3.43896 3.44965 -2.45124
H10 2.46923 3.26446 -0.99993
H11 4.30403 3.04827 -0.90060
H12 -0.76884 5.06203 -0.42676
H13 -0.45489 6.34124 0.65697
H14 -0.39411 6.65454 -1.10198
H15 2.56875 4.49983 1.31338
H16 0.74521 4.81423 1.70163
H17 1.26276 3.57772 0.52886
H18 2.09701 8.41635 -2.65645
H19 1.86624 9.39990 -1.16729
H20 3.48700 9.34555 -1.75976
H21 2.45405 8.57802 0.97220
H22 4.25539 8.31677 0.78821
H23 3.16216 7.03899 1.29018
O2 -4.82726 -1.78876 -0.31874
P2 -4.83702 -2.49081 -1.58307
N4 -6.35564 -2.53661 -2.22198
C12 -7.38861 -2.72588 -1.20491
C13 -6.79605 -2.87242 -3.53691
N5 -4.24588 -4.04056 -1.27172
C14 -4.43253 -5.05735 -2.32385
C15 -4.18006 -4.56578 0.04882
N6 -3.93130 -1.96880 -2.85711
C16 -4.37211 -0.67662 -3.36018
C17 -2.62406 -2.37996 -3.32476
H24 -8.32645 -2.29718 -1.43039
H25 -7.07192 -2.28546 -0.25576
H26 -7.44398 -3.78601 -1.04289
H27 -7.14701 -3.96369 -3.48123
H28 -5.91738 -2.90779 -4.20535
H29 -7.55476 -2.18986 -3.84742
H30 -3.78469 -5.93644 -2.16821
H31 -5.45092 -5.42747 -2.32388
H32 -4.12468 -4.68088 -3.32532
H33 -5.13604 -4.92239 0.43859
H34 -3.47077 -5.45617 -0.06324
H35 -3.74051 -3.87685 0.74410
H36 -3.66140 -0.24779 -4.06472
H37 -5.27525 -0.77830 -3.94973
H38 -4.49783 0.01569 -2.51831
H39 -2.54756 -2.62198 -4.39981
H40 -2.29338 -3.25610 -2.73432
H41 -1.92498 -1.57079 -3.26309
O3 4.14775 0.00558 -1.75876
P3 2.91607 -0.60550 -1.18213
N7 1.82775 -1.05615 -2.34591
C18 1.32222 -0.30122 -3.47010
C19 1.14601 -2.28557 -2.18169
N8 2.10804 0.40750 -0.22553
C20 2.83646 1.02446 0.91389
C21 0.68706 0.47626 -0.15969
N9 3.24840 -1.89387 -0.15409
C22 2.44685 -2.30516 0.97715
C23 4.01621 -3.02624 -0.71029
H42 0.20175 -0.01890 -3.38538
H43 1.53618 -0.84033 -4.36209
H44 1.80591 0.68114 -3.58312
H45 1.01192 -2.73992 -3.19144
H46 0.06180 -2.04231 -1.91134
H47 1.47347 -2.97981 -1.41918
H48 3.91952 1.08936 0.67709
H49 2.45798 2.07653 1.04175
H50 2.83612 0.46145 1.83395
H51 0.28615 0.11045 -1.09982
H52 0.24118 -0.09097 0.68673
H53 0.36551 1.50540 -0.08836
H54 3.18746 -2.46028 1.75621
H55 1.76262 -1.55019 1.28227
H56 1.89899 -3.23628 0.86103
H57 4.81603 -3.34831 -0.03648
H58 4.46142 -2.79259 -1.64800
H59 3.35280 -3.89530 -0.86624
O4 -0.11996 -2.19873 3.15084
P4 -1.34159 -2.50659 3.87621
N10 -1.67576 -1.39192 5.05689
C24 -1.50161 -0.01252 4.63880
C25 -2.55146 -1.62552 6.17373
N11 -1.41497 -3.97686 4.61203
C26 -0.56183 -4.21729 5.78729
C27 -2.52649 -4.84020 4.48960
N12 -2.53787 -2.57141 2.71708
C28 -2.20400 -1.85368 1.44591
C29 -3.99997 -2.39877 3.22281
H60 -2.44543 0.47699 4.41267
H61 -0.98207 0.03609 3.66975
H62 -0.94877 0.63051 5.32462
H63 -3.51077 -1.21458 5.90068
H64 -2.17901 -1.13966 7.13935
H65 -2.62747 -2.69684 6.19838
H66 0.16576 -3.44293 5.83627
H67 -1.16047 -4.18308 6.65933
H68 -0.08466 -5.15041 5.72536
H69 -2.97807 -4.79984 3.46736
H70 -2.21433 -5.90537 4.63325
H71 -3.23372 -4.57209 5.33616
H72 -1.63388 -2.50869 0.84096
H73 -3.16029 -1.55057 0.92752
H74 -1.65536 -0.99529 1.57852
H75 -4.16513 -2.86837 4.19563
H76 -4.64699 -2.84238 2.50821
H77 -4.20700 -1.31752 3.37093

Results
Highest occupied orbital energy = -8.35 eV
Energy relative to the best compared isomer or geometry (same formula, charge and spin) = 0.00 kcal per mole
Spin multiplicity = 1
Maximum force = 3.45 eV/Å
LUMO = -0.05 eV

=====

Molecular formula: C29H84N6O17
Method: DFT, the ωB97M-V functional and the def2-TZVPD basis

Geometry (Å):
C1 -1.48334 1.87973 -3.47135
O1 -2.35778 2.71586 -4.18433
C2 -3.74703 2.72873 -3.91444
C3 -4.49520 3.16400 -5.19464
C4 -4.20568 4.59775 -5.54222
N1 -5.93799 2.95823 -5.20592
H1 -0.44635 1.87282 -3.80706
H2 -1.89326 0.86976 -3.46610
H3 -1.52290 2.08170 -2.40096
H4 -4.18296 1.89693 -3.36112
H5 -3.97832 3.42540 -3.10868
H6 -4.16426 2.55342 -6.03474
H7 -3.15569 4.73323 -5.80161
H8 -4.54037 5.23608 -4.72453
H9 -4.66228 4.83465 -6.50321
H10 -6.21095 3.37410 -6.08492
H11 -6.16964 1.97980 -5.30134
C5 2.86216 -1.14423 -3.77595
O2 3.77963 -1.92450 -4.52735
C6 3.30030 -3.01920 -5.23611
C7 4.53581 -3.75489 -5.80473
C8 4.24478 -4.98854 -6.58599
N2 5.40568 -4.22915 -4.71445
H12 3.40759 -0.29520 -3.36394
H13 2.38707 -1.71806 -2.98026
H14 2.05884 -0.84566 -4.44947
H15 2.71967 -3.72187 -4.63843
H16 2.71225 -2.54386 -6.02119
H17 5.19756 -3.12244 -6.39651
H18 3.68960 -4.78700 -7.50209
H19 3.65339 -5.72132 -6.03700
H20 5.18792 -5.48606 -6.81199
H21 5.77607 -3.39439 -4.28307
H22 4.99271 -4.59719 -3.86940
C9 -3.22650 -0.11294 5.85478
O3 -2.94484 -1.48109 5.42279
C10 -1.59214 -1.58871 4.95491
C11 -1.21601 -2.98319 4.37442
C12 0.23889 -3.02050 3.98247
N3 -1.92727 -3.24664 3.10153
H23 -4.14460 -0.10492 6.44227
H24 -3.25443 0.61057 5.04001
H25 -2.39895 0.13520 6.51937
H26 -1.44379 -0.79781 4.21967
H27 -0.93314 -1.45371 5.81258
H28 -1.33156 -3.82071 5.06239
H29 0.42817 -3.89572 3.36097
H30 0.85973 -3.12738 4.87198
H31 0.57678 -2.25959 3.27894
H32 -1.47215 -2.67752 2.40219
H33 -2.85077 -2.83767 3.10294
C13 0.89615 2.61112 3.49912
O4 2.15592 3.32816 3.80434
C14 1.95156 4.11598 4.93099
C15 2.98159 5.22638 5.31541
C16 2.57384 5.79866 6.66774
N4 3.20785 6.30944 4.33747
H34 0.16128 3.39733 3.32613
H35 0.54189 1.92587 4.26921
H36 0.99407 2.03265 2.58049
H37 0.94368 4.51562 4.81886
H38 1.77605 3.45110 5.77670
H39 4.00871 4.87098 5.39796
H40 2.91600 5.12790 7.45584
H41 1.55237 6.14718 6.82015
H42 3.26278 6.61824 6.87207
H43 2.35368 6.84392 4.26805
H44 3.88445 6.96166 4.70750
N5 6.49152 -1.83979 -1.33854
C17 5.44757 -1.09874 -0.96546
N6 4.47953 -1.88359 -0.59470
O5 5.31385 0.13730 -1.06268
H45 7.31337 -1.40349 -1.73137
H46 6.41259 -2.83447 -1.18210
H47 3.64221 -1.47357 -0.20626
H48 4.69412 -2.84764 -0.38340
O6 -1.70997 -1.18901 1.04531
C18 -0.93048 -0.06309 0.55613
C19 0.53860 -0.20372 0.93280
O7 1.09497 -1.36996 0.26859
H49 -1.96711 -1.76533 0.32189
H50 -1.08188 -0.05973 -0.52330
H51 -1.26853 0.90925 0.91443
H52 0.71711 -0.34180 1.99918
H53 1.05141 0.73383 0.71803
H54 0.71574 -1.51036 -0.60208
O8 3.15007 -2.34535 2.01938
C20 3.55608 -1.12906 2.61133
C21 5.04667 -1.06913 2.70306
O9 5.49420 -1.74213 3.86250
H55 2.33401 -2.25010 1.52282
H56 3.23324 -0.28168 2.00650
H57 3.15486 -1.06197 3.62258
H58 5.38103 -0.03420 2.77529
H59 5.64236 -1.45468 1.87565
H60 5.23786 -2.63474 3.61930
O10 -3.77220 2.77990 0.50368
C22 -4.38524 1.71054 -0.12370
C23 -5.18095 0.84690 0.84437
O11 -6.15734 1.58057 1.60789
H61 -4.43581 3.21828 1.04130
H62 -5.13390 2.05539 -0.83692
H63 -3.63025 1.10739 -0.62797
H64 -4.49005 0.35409 1.52840
H65 -5.89786 0.12834 0.44712
H66 -6.17898 1.15623 2.46874
O12 -5.10992 -2.12218 -2.25420
C24 -4.69319 -2.70316 -1.01941
C25 -3.27464 -3.33660 -1.09800
O13 -2.26586 -2.53366 -1.58396
H67 -5.42551 -2.84525 -2.80118
H68 -4.65268 -1.99444 -0.19226
H69 -5.53219 -3.27729 -0.62627
H70 -3.32066 -4.19551 -1.76752
H71 -2.95631 -3.66576 -0.10885
H72 -2.31709 -2.46627 -2.54022
O14 -1.24677 3.87699 1.06321
C26 -1.69741 5.18489 0.91694
C27 -1.90719 5.58914 -0.57831
O15 -0.65630 5.84566 -1.22364
H73 -2.08285 3.40567 1.08393
H74 -2.68019 5.33236 1.36471
H75 -0.85733 5.73929 1.33529
H76 -2.44064 6.53384 -0.68350
H77 -2.48806 4.78374 -1.02778
H78 -0.36366 4.97661 -1.50772
O16 -0.10182 -3.88021 -2.14533
C28 0.42847 -4.77819 -1.18498
C29 1.85383 -5.29138 -1.62928
O17 2.49084 -4.10780 -2.13306
H79 -0.96057 -3.63304 -1.79453
H80 0.48445 -4.43435 -0.15215
H81 -0.27399 -5.61048 -1.14094
H82 1.89298 -5.96819 -2.48280
H83 2.22652 -5.76370 -0.72038
H84 1.71952 -3.72018 -2.55308

Results
Highest occupied orbital energy = -9.06 eV
Energy relative to the best compared isomer or geometry (same formula, charge and spin) = 63.96 kcal per mole
Spin multiplicity = 1
Maximum force = 3.69 eV/Å
LUMO = -0.22 eV
SMILES = COC[C@H](C)N.COC[C@H](C)N.COC[C@H](C)N.COC[C@H](C)N.NC(N)=O.OCCO.OCCO.OCCO.OCCO.OCCO.OCCO

=====

Molecular formula: C29H84O13
Method: DFT, the ωB97M-V functional and the def2-TZVPD basis

Geometry (Å):
C1 -0.43071 0.81818 -7.97083
C2 -0.21570 2.26423 -8.47383
C3 1.20300 2.74522 -8.48553
O1 -0.67201 2.39746 -9.76746
H1 -1.45505 0.44836 -8.01606
H2 -0.01066 0.54659 -7.00238
H3 0.09823 0.20365 -8.69929
H4 -0.74284 2.92415 -7.78483
H5 1.27338 3.81003 -8.70760
H6 1.70712 2.18745 -9.27475
H7 1.76743 2.57399 -7.56891
H8 -0.84986 3.33576 -9.86529
C4 -1.73666 -1.01059 -0.61739
C5 -0.41128 -0.21071 -0.40763
C6 0.62058 -1.13367 0.17606
O2 0.02218 0.18471 -1.73307
H9 -1.77904 -1.68061 -1.47609
H10 -2.63015 -0.44304 -0.87753
H11 -2.02926 -1.54809 0.28461
H12 -0.49669 0.70001 0.18515
H13 0.50595 -1.21169 1.25721
H14 1.59789 -0.67141 0.03732
H15 0.44447 -2.17480 -0.09434
H16 0.32234 -0.62355 -2.15521
C7 -4.07887 -4.28231 4.83832
C8 -5.14063 -4.26545 5.92821
C9 -4.80594 -5.12014 7.14061
O3 -5.34357 -2.99107 6.43285
H17 -3.59854 -5.25074 4.69859
H18 -3.37200 -3.51004 5.14169
H19 -4.34089 -4.17779 3.78546
H20 -6.03141 -4.71903 5.49364
H21 -3.75756 -5.09001 7.43740
H22 -5.09194 -6.14914 6.92272
H23 -5.37515 -4.92305 8.04905
H24 -6.17774 -2.97467 6.90771
C10 3.69856 5.68068 1.20813
C11 2.34177 5.40672 0.66263
C12 1.16466 6.19961 1.22190
O4 2.33562 5.51832 -0.73833
H25 3.69401 5.40781 2.26341
H26 3.87606 6.71838 0.92568
H27 4.52446 5.15094 0.73340
H28 2.08983 4.41997 1.05117
H29 1.48108 6.31233 2.25885
H30 0.19121 5.70927 1.21236
H31 1.15144 7.21652 0.82971
H32 1.42728 5.32135 -0.97857
C13 -7.02282 -3.02873 -4.41453
C14 -6.95951 -1.94161 -3.37412
C15 -6.41244 -0.62421 -3.90791
O5 -8.31183 -1.85071 -2.89389
H33 -7.88460 -2.74738 -5.01973
H34 -7.28172 -3.98271 -3.95517
H35 -6.19773 -3.03309 -5.12677
H36 -6.29454 -2.10396 -2.52586
H37 -6.68568 0.15439 -3.19573
H38 -6.90725 -0.40126 -4.85319
H39 -5.32653 -0.57095 -3.98574
H40 -8.66847 -2.72971 -2.74643
C16 5.16949 1.45912 -3.09158
C17 6.11000 0.80878 -4.15385
C18 6.82101 1.74494 -5.12287
O6 7.03523 0.08995 -3.45032
H41 4.40580 2.08106 -3.55855
H42 5.62644 1.80180 -2.16320
H43 4.58491 0.64016 -2.67244
H44 5.41790 0.10330 -4.61362
H45 7.52165 1.17012 -5.72853
H46 7.32124 2.41856 -4.42710
H47 6.22026 2.27154 -5.86442
H48 7.46637 -0.41721 -4.14207
C19 5.82439 -3.12094 2.08658
C20 5.26209 -3.82590 3.33713
C21 6.21179 -3.56936 4.55952
O7 3.92343 -3.38680 3.53937
H49 5.78200 -2.03210 2.11398
H50 5.24046 -3.46881 1.23447
H51 6.88085 -3.34911 1.94539
H52 5.18500 -4.86424 3.01464
H53 6.33302 -2.51646 4.81408
H54 7.11438 -4.17870 4.51335
H55 5.71853 -3.93313 5.46087
H56 3.94133 -2.48615 3.87123
C22 -2.22509 1.65743 5.60101
C23 -3.05548 1.42632 6.85238
C24 -4.51667 1.63416 6.61380
O8 -2.97052 0.15277 7.32080
H57 -2.62225 1.44116 4.60925
H58 -1.29602 1.08749 5.59083
H59 -1.98415 2.71968 5.55985
H60 -2.68945 2.05698 7.66255
H61 -4.75897 2.68876 6.48267
H62 -5.10395 1.43178 7.50949
H63 -4.85670 1.09563 5.72922
H64 -3.60611 -0.33846 6.79513
C25 1.59558 -7.01891 2.82325
O9 1.94856 -6.70379 4.12699
H65 1.48376 -6.09795 2.25104
H66 2.40442 -7.59715 2.37654
H67 0.63746 -7.53859 2.83022
H68 2.43892 -5.87855 4.13883
C26 -1.32601 4.95955 -4.06116
O10 -0.83725 4.36247 -2.87372
H69 -0.49367 5.10810 -4.74907
H70 -2.06058 4.25660 -4.45408
H71 -1.77554 5.89737 -3.73477
H72 -0.59330 3.44659 -3.02619
C27 3.12560 -3.76613 -3.19663
O11 2.17210 -2.78920 -3.72306
H73 4.14350 -3.51484 -3.49464
H74 3.11896 -3.94476 -2.12139
H75 2.76782 -4.70149 -3.62699
H76 1.77413 -3.22454 -4.48049
C28 -4.32450 5.09586 -0.09530
O12 -3.53050 3.95809 0.16484
H77 -4.82858 4.99838 -1.05680
H78 -5.00135 5.24435 0.74608
H79 -3.61672 5.92252 -0.15694
H80 -2.78928 3.98901 -0.44445
C29 3.15307 1.47602 4.29136
O13 3.38092 0.39527 5.19649
H81 2.45862 2.22580 4.67041
H82 4.09513 1.93408 3.99001
H83 2.69171 1.16309 3.35470
H84 3.34356 0.66855 6.11603

Results
Highest occupied orbital energy = -9.73 eV
Energy relative to the best compared isomer or geometry (same formula, charge and spin) = 122.74 kcal per mole
Spin multiplicity = 1
Maximum force = 3.05 eV/Å
LUMO = 0.18 eV

=====

Number 1 is which compound? C29H77Br15N12O4P4

=====

Look up the LUMO of the third one. 0.18 eV